The following is a quantum chemistry calculation of a single C2H4N2S2 molecule in a non-equilibrium geometry, from the OMol25 dataset.

Each line ends with the Mulliken charge.
Cartesian coordinates (Å):
S 2.286 0.077 -0.241  -0.065
N 0.773 -0.014 0.552  -0.119
C -0.199 0.979 0.204  -0.332
N -1.352 0.355 -0.524  -0.428
C -1.441 -0.875 -0.410  -0.015
S -0.011 -1.570 0.382  -0.045
H 2.740 -0.862 0.442  0.110
H 0.022 1.909 -0.567  0.263
H -0.622 1.432 1.113  0.259
H -2.197 -1.431 -0.952  0.373

Calculated values
energy above the lowest of the compared OMol25 structures with the same formula, charge and spin	69.06	kcal per mole
structure (SMILES)	SN1CN=CS1
gap between HOMO and LUMO	9.10	eV